{"formula": "C11H19N3O3S", "method": "wB97M-V/def2-TZVPD", "orbital_gap_ev": 9.3, "energy_ha": -1218.4416, "mol_weight_g_mol": 273.358, "homo_energy_ev": -8.80, "smiles": "CCCNC(=O)CN1C(=O)N[C@H](CCSC)C1=O", "charge": 0, "species": ["C", "C", "C", "N", "C", "O", "C", "N", "C", "O", "N", "C", "C", "C", "S", "C", "C", "O", "H", "H", "H", "H", "H", "H", "H", "H", "H", "H", "H", "H", "H", "H", "H", "H", "H", "H", "H"], "positions_angstrom": [[-4.635048, -1.043997, 0.048931], [-3.556617, -0.107786, 0.414706], [-2.448252, -0.189084, -0.429098], [-1.455700, 0.685085, 0.132895], [-1.043323, 1.931855, -0.851712], [-1.536515, 2.238218, -1.900679], [0.082884, 2.727512, -0.031911], [1.224487, 2.260131, 0.210947], [2.366150, 2.288033, -0.457290], [2.556597, 2.984391, -1.392739], [3.381315, 1.462648, -0.249751], [2.948614, 0.694587, 0.958014], [3.028817, -0.775139, 0.474941], [2.074697, -1.100025, -0.599273], [2.092639, -2.801673, -1.096636], [0.780697, -3.465333, 0.187132], [1.394269, 1.193570, 1.018802], [0.718725, 0.499449, 1.814775], [-4.149251, -2.071640, -0.058514], [-4.855488, -0.691641, -1.065498], [-5.519421, -1.007380, 0.455670], [-3.275554, -0.516040, 1.302881], [-3.972791, 1.141514, 0.502051], [-2.003511, -1.244504, -0.541547], [-2.706930, 0.137191, -1.487109], [-0.949565, 0.706733, 0.912556], [0.283619, 3.738806, -0.714238], [-0.379181, 3.087844, 0.814358], [4.269616, 1.371787, -0.452515], [3.541425, 0.700479, 1.914493], [2.541447, -1.271498, 1.350341], [3.869826, -1.259061, 0.492003], [1.020288, -0.837784, -0.686617], [2.413001, -0.540311, -1.423512], [0.719517, -4.404857, -0.424215], [1.260405, -3.342770, 1.025924], [-0.081890, -3.179313, -0.168555]], "forces_ev_per_angstrom": [[3.9, -0.6, -7.0], [-5.1, 3.4, 1.4], [3.6, -0.6, -2.8], [-0.7, 5.0, -9.4], [0.0, -2.9, 3.4], [0.5, -0.7, 1.4], [-7.7, 7.3, -7.1], [5.8, -7.1, 5.0], [4.9, 2.3, -5.7], [-1.3, 4.0, -3.2], [-6.2, -2.5, 7.6], [0.1, -1.1, -2.3], [-7.9, 1.9, 4.6], [0.1, -0.1, -2.3], [-1.0, -0.8, 0.8], [3.6, -2.8, -7.3], [2.5, -5.4, 5.3], [0.2, 3.0, -2.2], [-1.1, 1.0, 0.4], [0.0, -1.2, 1.7], [-4.4, 0.0, 3.0], [1.1, 0.1, 3.4], [1.3, -3.9, 0.0], [-0.9, 1.1, 0.3], [0.6, -0.2, 1.2], [2.1, -0.8, 4.1], [-0.7, -2.4, 1.6], [-1.3, 0.6, 2.1], [5.0, 0.8, -2.3], [-0.7, 1.0, -0.8], [0.3, 0.0, 0.0], [5.3, -2.0, -0.8], [-0.1, 0.4, 1.5], [0.7, 0.5, -1.8], [0.7, -0.5, 2.0], [1.4, 0.1, 4.9], [-4.7, 3.0, -0.4]], "mulliken_charge": [-1.298, 0.127, -0.658, 0.104, 0.599, -0.530, -1.111, 0.302, 0.538, -0.646, -0.063, 0.125, -0.991, -0.553, -0.025, -0.954, 0.134, -0.699, 0.248, 0.205, 0.496, 0.321, 0.101, -0.021, 0.383, 0.208, 0.353, 0.411, 0.020, 0.358, 0.221, 0.837, -0.010, 0.496, 0.346, 0.431, 0.194]}

{"formula": "C6H10O", "method": "wB97M-V/def2-TZVPD", "orbital_gap_ev": 9.1, "energy_ha": -309.6833, "mol_weight_g_mol": 98.145, "homo_energy_ev": -8.02, "charge": 0, "species": ["C", "O", "C", "C", "C", "C", "C", "H", "H", "H", "H", "H", "H", "H", "H", "H", "H"], "positions_angstrom": [[-1.053372, -1.039734, -1.986639], [-0.000938, -0.755847, -1.086033], [0.349294, 0.565796, -1.060938], [-0.067580, 1.254762, 0.615493], [-0.091227, 0.068415, 1.573635], [1.359409, -0.265347, 1.141916], [1.280791, 0.857671, 0.085526], [-1.125278, -2.127437, -2.058517], [-0.853116, -0.605321, -2.971615], [-2.005210, -0.642571, -1.607178], [-0.657139, 1.211633, -0.602024], [-0.376505, 2.276033, 0.837487], [-0.192749, 0.358257, 2.623224], [-0.838714, -0.696116, 1.336996], [2.089566, -0.041534, 1.924008], [1.532431, -1.269229, 0.748180], [2.107114, 1.541848, -0.097110]], "forces_ev_per_angstrom": [[-0.2, -0.1, -0.1], [0.1, 0.1, 0.0], [0.1, -0.1, 0.1], [-0.1, 0.2, 0.2], [-0.1, -0.1, 0.1], [0.1, -0.1, 0.0], [0.2, 0.1, -0.1], [0.0, 0.2, 0.0], [0.0, -0.1, 0.1], [0.1, 0.0, -0.1], [-0.1, 0.0, 0.0], [0.0, -0.2, -0.1], [0.0, 0.0, -0.2], [0.1, 0.1, 0.0], [-0.1, 0.0, -0.1], [0.0, 0.1, 0.1], [-0.1, -0.1, 0.0]], "mulliken_charge": [-0.663, -0.164, -0.293, -0.217, -0.547, -0.629, -0.327, 0.248, 0.300, 0.303, 0.077, 0.452, 0.293, 0.196, 0.306, 0.254, 0.411]}

{"formula": "C3H8O3", "method": "wB97M-V/def2-TZVPD", "orbital_gap_ev": 11.0, "energy_ha": -344.8072, "mol_weight_g_mol": 92.094, "homo_energy_ev": -10.29, "smiles": "OCC(O)CO", "charge": 0, "species": ["O", "C", "C", "O", "C", "O", "H", "H", "H", "H", "H", "H", "H", "H"], "positions_angstrom": [[-1.422165, -1.173988, 1.225159], [-1.125551, -0.358939, 0.093658], [0.369692, -0.482824, -0.187725], [1.083131, -0.339256, 1.026714], [0.867854, 0.629112, -1.104425], [0.788520, 1.874313, -0.449218], [-1.957325, -0.664466, 1.841750], [-1.708498, -0.693923, -0.774845], [-1.355425, 0.696602, 0.282340], [0.581879, -1.464303, -0.639229], [0.559270, -0.830220, 1.679939], [1.899487, 0.405200, -1.415105], [0.249574, 0.692032, -2.006791], [1.169557, 1.710661, 0.427776]], "forces_ev_per_angstrom": [[-0.2, 0.1, 0.2], [0.1, 0.2, -0.3], [-0.1, 0.0, -0.3], [0.0, -0.2, 0.2], [0.0, -0.2, -0.2], [0.1, 0.0, 0.2], [0.0, -0.1, -0.1], [0.1, 0.0, 0.1], [0.0, -0.2, 0.1], [0.0, 0.1, 0.0], [0.2, 0.1, 0.0], [-0.1, 0.0, 0.1], [0.1, -0.1, 0.1], [-0.1, 0.2, -0.1]], "mulliken_charge": [-0.553, -0.557, 0.276, -0.595, -0.589, -0.516, 0.316, 0.269, 0.366, 0.257, 0.362, 0.270, 0.346, 0.347]}

{"formula": "C2H4FPS", "method": "wB97M-V/def2-TZVPD", "orbital_gap_ev": 8.4, "energy_ha": -917.8951, "mol_weight_g_mol": 110.093, "homo_energy_ev": -9.35, "charge": 0, "species": ["C", "C", "F", "P", "S", "H", "H", "H", "H"], "positions_angstrom": [[0.002230, 0.441088, -1.442165], [0.461719, -0.339812, 1.155795], [0.995506, -0.415173, -1.434922], [-0.588138, 0.887545, 0.283245], [-0.528984, 1.099362, -2.790572], [-0.043324, -1.258371, 1.232360], [0.629354, -0.157751, 2.265375], [1.503495, -0.327724, 0.654148], [-2.431859, 0.070837, 0.076736]], "forces_ev_per_angstrom": [[-1.2, 0.8, 0.7], [1.8, 1.1, 1.5], [0.9, -0.8, -0.4], [-2.4, -0.8, -0.7], [-0.1, 0.1, -0.3], [-0.1, -1.7, -0.7], [-0.2, 0.6, -1.3], [-1.9, -0.4, 0.9], [3.3, 1.1, 0.4]], "mulliken_charge": [0.345, -0.811, -0.189, -0.029, -0.226, 0.305, 0.309, 0.255, 0.042]}

{"formula": "C5H7N", "method": "wB97M-V/def2-TZVPD", "orbital_gap_ev": 8.1, "energy_ha": -249.3274, "mol_weight_g_mol": 81.118, "homo_energy_ev": -8.46, "charge": 0, "species": ["C", "C", "C", "C", "C", "N", "H", "H", "H", "H", "H", "H", "H"], "positions_angstrom": [[-0.719144, 0.619236, 1.498595], [-0.191030, -0.288018, 0.677506], [-0.830518, -0.938576, -0.463568], [0.135467, -1.140209, -1.374518], [1.489511, -0.752374, -0.852340], [1.193874, -0.398775, 0.404495], [-0.088463, 1.266508, 2.103210], [0.161865, 1.820763, -0.553467], [-1.785577, 0.815415, 1.478071], [-1.898185, -1.113750, -0.535650], [-0.021118, -1.491496, -2.387909], [0.686098, 1.571671, -1.019709], [1.867223, 0.029605, 1.025285]], "forces_ev_per_angstrom": [[0.0, -0.1, 0.0], [-0.1, 0.2, -0.1], [0.0, 0.1, 0.0], [0.0, -0.1, -0.1], [-0.3, -0.2, 0.4], [0.1, 0.1, -0.1], [-0.1, -0.2, 0.1], [0.0, 0.2, -0.2], [0.1, -0.1, 0.2], [0.2, 0.1, -0.1], [0.1, -0.1, 0.2], [0.0, 0.3, -0.1], [0.0, -0.1, -0.2]], "mulliken_charge": [-0.779, 0.204, -0.165, -0.338, -0.583, 0.079, 0.286, -0.015, 0.275, 0.403, 0.384, 0.045, 0.206]}

{"formula": "C32H32AlN7O", "method": "wB97M-V/def2-TZVPD", "orbital_gap_ev": 7.2, "energy_ha": -1939.2575, "mol_weight_g_mol": 557.638, "homo_energy_ev": -13.22, "charge": 2, "species": ["Al", "N", "C", "N", "C", "N", "N", "C", "C", "C", "C", "C", "C", "N", "C", "C", "C", "C", "C", "C", "H", "H", "H", "H", "H", "H", "H", "H", "H", "H", "H", "N", "C", "C", "C", "C", "C", "C", "C", "C", "C", "C", "C", "C", "H", "H", "H", "H", "H", "H", "H", "H", "H", "H", "O", "C", "C", "C", "C", "C", "C", "N", "H", "H", "H", "H", "H", "H", "H", "H", "H", "H", "H"], "positions_angstrom": [[0.085423, -0.023493, 0.261808], [4.076956, 0.434332, 1.758352], [2.784811, 0.653025, 1.598419], [2.118700, 0.376422, 0.509327], [2.798689, -0.211650, -0.569817], [2.175638, -0.438276, -1.672607], [0.866504, 0.063574, -1.605911], [0.386638, 0.369341, -2.749938], [-0.814369, 1.204812, -2.948150], [-1.408129, 1.251158, -4.198791], [-2.482944, 2.108538, -4.395106], [-2.901561, 2.894085, -3.339589], [-2.233296, 2.786832, -2.121617], [-1.210319, 1.964056, -1.915692], [4.210034, -0.548072, -0.419975], [4.939737, -1.193516, -1.419263], [6.277858, -1.460061, -1.224457], [6.905431, -1.080387, -0.035061], [6.198084, -0.444119, 0.964791], [4.849626, -0.189114, 0.759931], [4.514315, 0.680124, 2.634136], [2.255925, 1.078245, 2.443589], [0.965861, 0.075214, -3.622260], [-1.030714, 0.632860, -5.004649], [-2.972521, 2.166292, -5.358720], [-3.722151, 3.590378, -3.449923], [-2.532474, 3.403830, -1.281411], [4.436522, -1.475320, -2.334040], [6.846519, -1.962250, -1.994947], [7.957572, -1.287175, 0.108770], [6.681929, -0.155304, 1.891324], [-1.807852, -0.385031, -0.424103], [-2.674063, -0.965744, 0.591073], [-3.869215, -0.336508, 0.893634], [-4.700771, -0.881751, 1.859806], [-4.320396, -2.051011, 2.504688], [-3.112381, -2.660168, 2.193376], [-2.259353, -2.127497, 1.226910], [-0.915800, -2.735143, 0.969414], [-0.806769, -4.123902, 0.972749], [0.436289, -4.739767, 0.985331], [1.574078, -3.951672, 1.061499], [1.455130, -2.567756, 1.020337], [0.227470, -1.904099, 0.908261], [-1.652039, -1.070464, -1.165767], [-2.295682, 0.397075, -0.848093], [-4.161022, 0.566443, 0.365174], [-5.641842, -0.402805, 2.098248], [-4.964872, -2.488969, 3.254883], [-2.809730, -3.556335, 2.720730], [-1.707841, -4.726352, 0.984409], [0.511490, -5.819277, 0.965083], [2.552854, -4.407960, 1.143670], [2.378380, -2.002939, 1.100327], [-0.442770, 1.335355, 1.311730], [-0.819594, 2.329002, 1.976086], [0.104320, 3.448310, 2.323900], [0.285903, 3.333779, 3.870600], [0.120647, 1.903687, 4.460580], [-1.319931, 1.440486, 4.779797], [-2.172697, 1.129379, 3.545417], [-1.990267, 2.285223, 2.615042], [-0.307913, 4.416755, 2.036041], [1.041575, 3.317568, 1.786982], [-0.419606, 4.002807, 4.366563], [1.277337, 3.713042, 4.116595], [0.685234, 1.870055, 5.391298], [0.595120, 1.163126, 3.802364], [-1.815263, 2.219442, 5.367850], [-1.283552, 0.552953, 5.412944], [-3.227553, 1.020705, 3.779097], [-1.843987, 0.226947, 3.034814], [-2.207431, 3.160994, 3.076232]], "forces_ev_per_angstrom": [[0.3, -0.4, 0.0], [0.1, 0.0, -0.1], [-0.1, 0.0, 0.0], [0.0, 0.0, -0.1], [0.1, 0.1, 0.2], [-0.3, 0.1, 0.1], [-0.1, 0.1, 0.1], [-0.1, 0.2, -0.2], [0.2, -0.2, 0.0], [0.0, -0.1, -0.1], [0.0, 0.0, -0.1], [0.0, 0.0, 0.0], [0.1, 0.0, 0.0], [0.0, 0.1, 0.0], [-0.2, 0.0, -0.1], [0.0, 0.0, -0.1], [0.0, 0.0, 0.0], [0.0, 0.0, 0.0], [0.0, 0.0, 0.0], [0.0, 0.1, 0.2], [0.0, 0.0, 0.0], [0.0, 0.0, 0.0], [0.0, 0.1, 0.0], [0.0, 0.0, 0.0], [0.0, 0.0, 0.0], [0.0, 0.0, 0.0], [0.0, 0.0, 0.0], [0.0, 0.0, 0.0], [0.0, 0.0, 0.0], [0.0, 0.0, 0.0], [0.0, 0.0, -0.1], [0.1, -0.1, -0.1], [0.1, 0.1, -0.1], [-0.1, 0.0, 0.0], [0.0, 0.0, 0.0], [0.0, 0.0, 0.0], [0.0, 0.0, 0.0], [0.2, -0.1, 0.0], [-0.2, 0.1, 0.2], [0.0, 0.0, 0.1], [0.0, 0.1, 0.0], [-0.1, 0.0, 0.0], [0.1, 0.0, 0.0], [0.0, 0.1, -0.1], [-0.1, 0.0, 0.0], [0.2, 0.1, 0.0], [0.0, 0.0, 0.0], [0.0, 0.0, 0.0], [0.0, 0.0, 0.0], [0.0, 0.0, 0.0], [0.0, 0.0, 0.0], [0.0, 0.0, 0.0], [0.0, 0.0, 0.0], [0.0, -0.1, -0.1], [0.2, 0.1, 0.1], [-0.2, -0.2, 0.1], [0.0, 0.0, -0.1], [0.0, -0.1, 0.0], [0.0, 0.0, 0.0], [0.0, 0.1, -0.1], [0.1, 0.1, 0.0], [0.0, 0.0, 0.1], [0.0, 0.0, 0.1], [0.0, 0.0, 0.0], [0.0, 0.0, 0.0], [0.0, 0.0, 0.0], [0.0, 0.0, 0.0], [0.0, 0.0, 0.1], [0.0, 0.0, 0.0], [0.0, 0.0, 0.0], [0.0, 0.0, 0.0], [0.0, 0.0, 0.0], [0.0, 0.0, 0.0]], "mulliken_charge": [0.051, 0.185, -0.448, -0.084, -0.037, -0.953, 0.798, -0.573, 0.899, -0.844, -0.449, -0.812, -0.008, -0.155, 0.878, -0.526, -0.864, -0.450, -0.956, 0.367, 0.321, 0.491, 0.568, 0.460, 0.458, 0.415, 0.479, 0.502, 0.454, 0.435, 0.422, 0.124, 0.088, -0.483, -0.899, -0.867, -0.877, 0.898, 0.676, -0.811, -0.962, -1.026, -0.087, 0.075, 0.567, 0.124, 0.474, 0.456, 0.448, 0.570, 0.600, 0.420, 0.469, 0.351, -0.500, 0.134, -0.447, -0.937, -0.070, -0.999, -0.275, -0.029, 0.492, 0.324, 0.452, 0.453, 0.483, -0.123, 0.355, 0.435, 0.434, 0.051, 0.415]}